No. 1
This record from the OMol25 dataset describes the molecule C6H7N at a distorted geometry. The level of theory is ωB97M-V with the def2-TZVPD basis set.

Highest occupied orbital energy (alpha / beta) = -8.70 / -8.70 eV
Orbital gap (alpha / beta) = 0.2760 / 0.2760 hartree
Max |F| = 1.14 eV/A
Lowest unoccupied orbital energy (alpha / beta) = -0.044 / -0.044 Eh
Energy above the lowest of the compared OMol25 structures with the same formula, charge and spin = 4.569 eV

Geometry as XYZ:
```
14
Properties=species:S:1:pos:R:3:forces:R:3
C 1.08551 -1.59522 -1.10877 -0.1 0.0 0.0
C 0.75195 -0.47207 -0.20006 0.0 0.0 -0.1
C -0.62728 1.14787 1.09594 -0.1 0.0 0.1
C 0.12039 2.25794 0.49417 0.5 0.7 -0.4
N 0.73369 3.08968 -0.02662 -0.6 -0.8 0.5
C -0.48630 -0.14798 0.27948 -0.1 -0.2 -0.1
C -1.54928 -1.06806 0.02694 0.1 0.4 0.2
H 0.19397 -2.16370 -1.37295 0.2 0.1 0.0
H 1.55605 -1.17139 -2.00591 0.0 -0.1 0.1
H 1.83651 -2.24980 -0.65074 -0.1 0.1 0.0
H 1.59627 0.16398 0.08405 -0.1 -0.1 -0.1
H -1.68153 1.43610 1.15750 0.2 -0.1 0.0
H -0.27618 1.01000 2.12657 0.0 0.0 -0.2
H -2.42610 -0.74200 0.62845 0.1 -0.1 -0.1
```
Forces are in eV/Å.

No. 2
This record from the OMol25 dataset describes a cluster of 9 separate species, C38H51INO26 in total at a distorted geometry. The level of theory is ωB97M-V with the def2-TZVPD basis set.

Highest occupied orbital energy = -11.46 eV
Orbital gap = 0.2742 hartree
Charge = +1
Max |F| = 1.68 eV/A
Lowest unoccupied orbital energy = -0.147 Eh

Geometry as XYZ:
```
117
Properties=species:S:1:pos:R:3:forces:R:3
C -1.70535 -0.00366 1.06612 0.4 -0.2 -0.7
C -1.60428 -0.60190 -0.14742 0.0 0.7 0.3
C -0.44027 -1.52288 -0.41266 1.0 0.7 -0.2
O -0.41859 -2.55339 0.20347 -0.3 0.1 -0.2
O 0.56076 -1.24829 -1.25887 -0.5 0.0 -0.3
C 0.38178 -0.15959 -2.17373 0.8 0.8 -0.1
C 0.73231 1.22220 -1.58634 -0.5 -0.2 -0.8
C -0.07511 2.32639 -2.31432 0.5 0.2 0.8
C -1.22929 2.88123 -1.44681 0.4 -0.2 -0.5
C -2.56008 2.97637 -2.19431 0.4 0.2 0.4
C -3.72854 3.18948 -1.19341 0.7 -0.9 -0.3
C -4.72152 2.07929 -1.31669 -0.3 0.3 0.5
C -5.19411 1.60200 -2.54597 0.1 0.1 0.0
C -6.07260 0.55585 -2.58740 0.4 0.4 -0.3
N -6.49472 -0.00811 -1.44274 -0.3 -0.3 0.1
C -6.08997 0.42436 -0.23692 0.0 0.0 0.6
I -6.80877 -0.50055 1.48439 0.0 0.0 -0.4
C -5.20435 1.47046 -0.14976 0.0 0.0 -0.4
H -2.55610 -0.14296 1.72568 -0.7 1.4 -0.6
H -0.85228 0.57311 1.41666 0.5 -1.3 1.0
H -2.35168 -0.44594 -0.92271 -0.7 -1.4 0.4
H -0.59091 -0.16142 -2.67111 -0.2 -0.2 0.4
H 1.11716 -0.31938 -2.96061 -0.1 -0.3 -0.1
H 1.78555 1.40160 -1.79072 0.1 -0.1 0.4
H 0.54896 1.23832 -0.51368 0.1 0.1 0.0
H 0.62641 3.13777 -2.50300 -0.1 0.1 -0.3
H -0.41850 1.95838 -3.28358 -0.1 0.1 0.0
H -1.32502 2.23106 -0.57660 -0.2 0.0 0.0
H -0.92418 3.86450 -1.08622 -0.2 0.0 0.2
H -2.49965 3.79335 -2.90855 -0.2 -0.1 -0.1
H -2.66667 2.03894 -2.74684 -0.2 0.0 -0.1
H -4.18314 4.17314 -1.28665 -0.1 0.0 -0.2
H -3.28862 3.09967 -0.19916 -0.2 0.3 0.1
H -4.85729 2.05567 -3.46667 0.0 0.0 0.0
H -6.41898 0.16941 -3.53402 -0.3 -0.2 0.2
H -7.14680 -0.78239 -1.47453 0.0 0.0 -0.1
H -4.88025 1.82177 0.81802 0.0 0.0 0.0
C 1.28699 -4.19561 1.93046 -0.4 0.1 -0.2
C 1.83657 -5.53077 1.49065 0.1 0.0 -0.2
O 2.68679 -5.89153 2.59075 -0.3 0.1 0.1
C 2.24096 -5.23589 3.68639 0.0 0.1 0.1
O 2.63002 -5.44353 4.79727 0.0 0.0 0.0
O 1.31278 -4.31875 3.36829 0.1 -0.2 -0.1
H 0.28224 -4.01482 1.57836 -0.1 -0.1 0.3
H 1.92582 -3.36887 1.64079 -0.1 -0.1 0.1
H 1.06449 -6.29397 1.37521 0.0 0.0 0.1
H 2.41310 -5.46690 0.57148 0.2 0.0 0.1
C -4.66163 7.44764 -5.49105 0.0 0.1 -0.1
C -4.34591 6.05835 -5.99393 0.0 0.1 -0.2
O -3.65839 5.47931 -4.87021 -0.1 0.0 0.0
C -4.04260 6.14574 -3.75984 0.1 0.1 0.1
O -3.77402 5.79774 -2.64747 -0.1 0.1 -0.1
O -4.75437 7.23884 -4.06678 0.0 -0.1 -0.1
H -5.59175 7.84412 -5.88078 -0.1 0.0 0.2
H -3.86024 8.15401 -5.69402 0.0 0.0 0.1
H -5.24299 5.47019 -6.19517 0.0 0.0 0.1
H -3.71486 6.05831 -6.87733 0.2 0.0 0.1
C 2.18473 -1.53801 5.06453 -0.1 -0.3 0.2
C 3.69469 -1.53871 5.12473 0.0 -0.1 0.1
O 4.03473 -0.52627 4.16759 -0.1 0.0 0.1
C 2.97666 0.30851 4.04112 0.0 0.0 0.0
O 2.99565 1.33842 3.44578 0.0 0.0 0.0
O 1.89083 -0.18877 4.67691 0.1 0.0 0.0
H 1.72346 -1.78005 6.01627 -0.1 0.2 0.0
H 1.79855 -2.21176 4.30224 0.0 0.0 -0.1
H 4.07411 -1.24236 6.10401 0.0 0.1 0.0
H 4.13299 -2.49480 4.84852 0.0 0.1 -0.2
C 3.67078 -1.56579 -3.40445 -0.2 -0.3 0.2
C 5.15436 -1.79829 -3.21757 0.0 -0.1 0.1
O 5.72369 -0.81782 -4.08970 -0.1 0.0 0.0
C 4.82032 0.17720 -4.26310 0.1 0.1 0.0
O 5.04193 1.21320 -4.79187 0.0 0.0 0.0
O 3.61231 -0.17916 -3.74311 0.1 -0.1 0.0
H 3.09521 -1.76539 -2.50227 0.0 0.2 0.0
H 3.25595 -2.14849 -4.22964 0.1 0.0 0.0
H 5.48320 -1.59642 -2.19623 0.0 0.1 0.0
H 5.47141 -2.79814 -3.50250 0.1 0.1 -0.2
C -6.79312 11.10008 -7.15443 -0.1 0.2 0.1
C -6.09811 11.85393 -8.26969 -0.2 0.1 0.0
O -4.84755 11.16218 -8.36807 -0.1 0.0 0.0
C -5.01065 9.91797 -7.88118 0.1 0.1 -0.2
O -4.20641 9.04482 -7.97671 -0.1 -0.1 0.1
O -6.21352 9.79231 -7.26914 0.0 0.0 0.0
H -7.87176 11.05242 -7.27344 0.0 -0.2 0.0
H -6.55946 11.50179 -6.16762 0.1 0.0 0.0
H -6.62127 11.76942 -9.22293 0.0 0.0 0.0
H -5.93764 12.90407 -8.04383 0.2 0.0 0.0
C -1.69828 -2.14912 9.00187 -0.1 -0.1 0.0
C -0.92880 -2.89737 7.93167 -0.1 -0.2 0.0
O 0.09307 -1.95966 7.58142 -0.2 0.0 0.2
C 0.27518 -1.11915 8.63555 0.1 0.1 0.0
O 1.16414 -0.34061 8.72225 0.0 0.0 0.0
O -0.69485 -1.30023 9.56221 0.0 0.0 -0.1
H -2.11700 -2.80045 9.76422 0.1 0.1 0.1
H -2.49348 -1.52664 8.58734 0.0 0.0 0.0
H -0.45806 -3.80581 8.31040 0.0 0.0 0.0
H -1.53333 -3.14614 7.06331 0.1 0.1 -0.1
C 4.13877 -8.73356 5.07274 -0.1 0.1 0.1
C 4.51542 -7.85373 3.90165 0.0 0.0 0.0
O 5.88557 -8.21855 3.67778 -0.1 -0.1 0.0
C 6.07924 -9.46455 4.17522 0.1 -0.1 0.0
O 7.05569 -10.11634 3.99989 0.0 0.0 0.0
O 5.00442 -9.86199 4.89817 0.0 0.1 0.0
H 3.09754 -9.04339 5.05896 0.1 -0.2 0.0
H 4.35780 -8.26565 6.03370 0.0 0.0 0.0
H 3.94070 -8.08047 3.00428 0.0 0.0 0.0
H 4.42944 -6.79825 4.12163 0.2 0.0 0.0
C 7.16314 -3.52333 1.29532 0.2 -0.1 0.0
C 6.54482 -4.83044 0.84221 0.2 -0.1 0.0
O 5.16985 -4.65362 1.21099 0.0 0.0 -0.1
C 4.91954 -3.32903 1.28343 0.0 0.1 0.1
O 3.82863 -2.86039 1.41148 0.4 0.1 -0.1
O 6.05576 -2.61439 1.19664 0.0 -0.1 0.0
H 7.98525 -3.19452 0.66630 -0.1 0.2 -0.1
H 7.49769 -3.55434 2.33261 -0.1 0.0 0.0
H 6.60303 -4.96900 -0.23867 0.0 0.0 0.0
H 6.96463 -5.70271 1.33571 -0.2 0.0 0.1
```
Forces are in eV/Å.

No. 3
This record from the OMol25 dataset describes a cluster of 2 separate species, C4H10O4 in total at a distorted geometry. The level of theory is ωB97M-V with the def2-TZVPD basis set.

Highest occupied orbital energy = -10.15 eV
Structure (SMILES) = O=C(O)CCCO.O
Orbital gap = 0.3935 hartree
Max |F| = 1.80 eV/A
Lowest unoccupied orbital energy = 0.021 Eh
Energy above the lowest of the compared OMol25 structures with the same formula, charge and spin = 0.552 eV

Geometry as XYZ:
```
18
Properties=species:S:1:pos:R:3:forces:R:3
O 0.50927 -3.51572 0.38615 0.3 0.8 -0.5
C -0.08325 -2.47196 0.50440 -0.5 -0.5 0.7
O -1.15160 -2.40895 1.33797 -0.1 1.4 -0.3
C 0.16936 -1.11657 -0.15337 -0.7 -0.7 0.4
C -0.81507 0.00378 0.20781 0.6 0.0 -1.1
C -0.52614 1.18266 -0.74407 -1.1 0.6 1.3
O -1.35213 2.24516 -0.20592 0.2 0.3 -0.1
H -1.26562 -3.23612 1.78930 0.1 -1.0 0.2
H 1.17765 -0.81943 0.09889 0.4 0.0 -0.1
H 0.12746 -1.30440 -1.23086 0.2 0.0 0.1
H -0.77069 0.36541 1.22642 0.6 0.0 0.3
H -1.85576 -0.31096 0.14048 0.0 -0.1 -0.5
H -0.72612 0.93632 -1.78712 -0.3 0.0 0.0
H 0.49115 1.57968 -0.68915 0.0 -0.5 0.0
H -2.02246 2.60446 -0.78876 0.1 -0.3 -0.4
O 2.81132 2.05457 -0.40293 0.3 -0.5 -0.6
H 2.75871 1.37552 0.26556 0.1 -0.4 0.3
H 2.52394 2.83656 0.04521 -0.2 0.9 0.4
```
Forces are in eV/Å.

No. 4
This record from the OMol25 dataset describes the molecule C5H7NO at a distorted geometry. The level of theory is ωB97M-V with the def2-TZVPD basis set.

Highest occupied orbital energy = -10.29 eV
Structure (SMILES) = CC(=O)[C@@H](C)C#N
Orbital gap = 0.4013 hartree
Max |F| = 1.08 eV/A
Lowest unoccupied orbital energy = 0.023 Eh
Energy above the lowest of the compared OMol25 structures with the same formula, charge and spin = 0.757 eV

Geometry as XYZ:
```
14
Properties=species:S:1:pos:R:3:forces:R:3
C 1.99203 -0.30989 -0.56008 0.1 0.0 0.0
C 0.75974 -0.12182 0.28064 0.1 -0.2 0.4
O 0.79954 -0.21448 1.48377 0.0 -0.2 -0.5
C -0.60784 0.23135 -0.37032 0.0 0.0 0.1
C -1.69454 -0.75365 0.09241 0.0 -0.1 0.1
C -0.83780 1.55384 0.22062 -0.2 0.9 0.6
N -0.89651 2.50766 0.87035 -0.2 -0.6 -0.8
H 2.85515 -0.17185 0.09376 -0.1 -0.1 -0.2
H 2.05307 0.36469 -1.41860 -0.1 -0.1 0.1
H 1.99458 -1.34032 -0.93328 0.0 0.1 0.0
H -0.57158 0.29078 -1.46541 0.2 0.0 0.3
H -1.59041 -0.90052 1.16945 -0.1 0.0 -0.1
H -2.69586 -0.36639 -0.11516 0.2 0.0 0.0
H -1.58478 -1.71830 -0.41282 0.0 0.2 0.1
```
Forces are in eV/Å.